# 1
Formula: C17H14N4OS
Source: the OMol25 dataset
Level of theory: ωB97M-V/def2-TZVPD

Summary:
* gap between HOMO and LUMO: 9.06 eV
* energy relative to the best compared isomer or geometry (same formula, charge and spin): 6.5 kcal per mole
* HOMO level: -0.31646 hartree
* E: -36699.67399 eV

Structure (ORCA input):
```
! RIJCOSX wB97M-V def2-TZVPD def2/J DEFGRID3
* xyz 0 1
C 3.2951 1.4798 -3.1806
C 3.1535 0.3144 -2.2654
C 2.5455 0.2847 -1.0493
C 2.6081 -1.0156 -0.4582
C 3.3038 -1.9454 -1.2677
N 3.5265 -3.2057 -0.9374
C 3.0580 -3.5721 0.2342
N 2.3717 -2.8141 1.0782
C 2.1372 -1.5607 0.7493
O 1.4679 -0.8142 1.6749
C 0.1660 -0.4698 1.4399
C -0.4123 0.4338 2.3284
C -1.7278 0.8139 2.1723
C -2.4868 0.3058 1.1198
C -1.9051 -0.5942 0.2337
C -0.5891 -0.9848 0.3931
H -0.1529 -1.6943 -0.2944
H -2.4798 -0.9878 -0.5905
N -3.8207 0.6983 0.9595
C -4.3607 1.9167 1.2425
N -5.6308 1.9678 0.9711
C -5.9573 0.7348 0.4984
C -4.8533 -0.0636 0.4737
H -4.7259 -1.0882 0.1929
H -6.9619 0.5047 0.2064
H -3.7841 2.7394 1.6149
H -2.1761 1.4977 2.8760
H 0.1822 0.8156 3.1425
H 3.2358 -4.5937 0.5370
S 3.8366 -1.2254 -2.7449
C 1.9085 1.4715 -0.4025
H 2.1185 1.4762 0.6647
H 0.8261 1.4466 -0.5348
H 2.2872 2.3912 -0.8395
H 3.8988 2.2599 -2.7162
H 3.7783 1.1746 -4.1044
H 2.3193 1.9022 -3.4175
*
```

How is the electron density shared among the atoms? According to natural (NBO), the charges in e are:
1 C -0.654
2 C -0.129
3 C -0.053
4 C -0.192
5 C 0.057
6 N -0.447
7 C 0.250
8 N -0.469
9 C 0.544
10 O -0.480
11 C 0.301
12 C -0.233
13 C -0.225
14 C 0.195
15 C -0.213
16 C -0.284
17 H 0.233
18 H 0.224
19 N -0.373
20 C 0.170
21 N -0.447
22 C -0.089
23 C -0.105
24 H 0.219
25 H 0.209
26 H 0.196
27 H 0.225
28 H 0.231
29 H 0.185
30 S 0.425
31 C -0.637
32 H 0.230
33 H 0.230
34 H 0.221
35 H 0.230
36 H 0.228
37 H 0.231

# 2
Formula: C17H14O4
Source: the OMol25 dataset
Level of theory: ωB97M-V/def2-TZVPD

Summary:
* gap between HOMO and LUMO: 9.63 eV
* energy relative to the best compared isomer or geometry (same formula, charge and spin): 0.0 kcal per mole
* HOMO level: -0.34023 hartree
* E: -26046.96426 eV

Structure (ORCA input):
```
! RIJCOSX wB97M-V def2-TZVPD def2/J DEFGRID3
* xyz 0 1
C -0.6099 -0.2288 -1.6986
H -0.3661 -1.2046 -2.1113
H 0.0672 0.5149 -2.1119
H -1.6303 0.0299 -1.9749
C -0.4668 -0.2548 -0.1715
C -1.4730 -1.2067 0.4761
C -2.8511 -0.6433 0.3185
C -3.9760 -1.4374 0.1635
C -5.2267 -0.8569 0.0329
C -5.3669 0.5226 0.0575
C -4.2530 1.3245 0.2155
C -2.9945 0.7447 0.3423
C -1.8105 1.6149 0.5403
O -1.8841 2.7677 0.8778
O -0.5935 1.0681 0.3495
H -4.3303 2.4006 0.2445
H -6.3446 0.9685 -0.0434
H -6.0968 -1.4846 -0.0898
H -3.8702 -2.5121 0.1456
H -1.2323 -1.3092 1.5394
H -1.3874 -2.1943 0.0235
C 0.9721 -0.7047 0.1633
O 1.2248 -1.7948 0.6035
O 1.8198 0.2596 -0.1436
C 3.1965 0.2203 0.0480
C 3.8637 1.3580 -0.3975
C 5.2349 1.4473 -0.2635
C 5.9452 0.4069 0.3146
C 5.2752 -0.7188 0.7577
C 3.8992 -0.8245 0.6293
H 3.3875 -1.7056 0.9778
H 5.8231 -1.5308 1.2115
H 7.0173 0.4762 0.4201
H 5.7497 2.3308 -0.6093
H 3.2879 2.1566 -0.8376
*
```

How is the electron density shared among the atoms? According to natural (NBO), the charges in e are:
1 C -0.636
2 H 0.223
3 H 0.234
4 H 0.226
5 C 0.176
6 C -0.446
7 C -0.003
8 C -0.209
9 C -0.176
10 C -0.223
11 C -0.167
12 C -0.139
13 C 0.777
14 O -0.558
15 O -0.493
16 H 0.239
17 H 0.219
18 H 0.217
19 H 0.215
20 H 0.242
21 H 0.240
22 C 0.799
23 O -0.580
24 O -0.495
25 C 0.350
26 C -0.264
27 C -0.197
28 C -0.220
29 C -0.193
30 C -0.291
31 H 0.256
32 H 0.217
33 H 0.215
34 H 0.218
35 H 0.228

# 3
Formula: C17H15Br2MnN2O4S
Source: the OMol25 dataset
Level of theory: ωB97M-V/def2-TZVPD

Summary:
* gap between HOMO and LUMO (spin up / spin down): 6.97 / 8.28 eV
* energy relative to the best compared isomer or geometry (same formula, charge and spin): 26.2 kcal per mole
* HOMO level (spin up / spin down): -0.30958 / -0.31719 hartree
* E: -211281.37774 eV
* ⟨S²⟩: 6.366

Structure (ORCA input):
```
! RIJCOSX wB97M-V def2-TZVPD def2/J DEFGRID3
* xyz 0 5
Mn -0.8124 -0.3488 -1.0906
Br -3.2597 -1.7328 -0.6667
C -4.0124 -0.7149 0.8556
Br -5.0851 0.7245 0.2251
H -3.1892 -0.3290 1.4624
H -4.6527 -1.3936 1.4146
O -1.4712 -0.4209 2.7756
C -0.5084 -0.7891 2.1181
N -0.3499 -0.5729 0.8021
S 0.9323 -1.3757 0.1616
O 0.3514 -2.3934 -0.6893
O 1.7794 -0.4311 -0.5139
C 1.5574 -1.9974 1.7125
C 2.6704 -2.7379 2.0353
C 2.8816 -3.0318 3.3791
C 1.9924 -2.5949 4.3508
C 0.8558 -1.8762 4.0073
C 0.6480 -1.5712 2.6717
H 3.3549 -3.0799 1.2746
H 3.7521 -3.6033 3.6660
H 2.1794 -2.8289 5.3883
H 0.1420 -1.5465 4.7455
C -1.8409 1.5476 -0.9312
C -0.5344 2.1291 -1.1649
C 0.3704 2.3863 -0.1028
C 1.6381 2.8510 -0.3503
C 2.0419 3.1335 -1.6607
C 1.1347 2.9669 -2.7173
C -0.1254 2.4843 -2.4740
C 3.3439 3.6066 -1.9117
N 4.4025 3.9973 -2.1239
H -2.5920 1.7817 -1.6935
H -2.2123 1.7100 0.0845
H 0.0498 2.1914 0.9130
H 2.3397 2.9938 0.4581
H 1.4447 3.2136 -3.7222
H -0.8256 2.3549 -3.2879
C -1.7034 -0.9524 -3.9136
O -0.9508 -0.5547 -2.8404
H -2.4612 -1.6925 -3.6067
H -1.0570 -1.4093 -4.6728
H -2.2188 -0.0933 -4.3672
*
```

How is the electron density shared among the atoms? According to natural (NBO), the charges in e are:
1 Mn 1.325
2 Br 0.066
3 C -0.517
4 Br 0.058
5 H 0.266
6 H 0.236
7 O -0.609
8 C 0.658
9 N -0.979
10 S 2.205
11 O -0.909
12 O -0.893
13 C -0.228
14 C -0.199
15 C -0.186
16 C -0.185
17 C -0.155
18 C -0.136
19 H 0.239
20 H 0.227
21 H 0.225
22 H 0.243
23 C -0.554
24 C -0.130
25 C -0.184
26 C -0.144
27 C -0.179
28 C -0.170
29 C -0.118
30 C 0.277
31 N -0.303
32 H 0.228
33 H 0.222
34 H 0.225
35 H 0.229
36 H 0.230
37 H 0.216
38 C -0.217
39 O -0.862
40 H 0.150
41 H 0.177
42 H 0.157

# 4
Formula: C17H15BrClN5O6Tc
Source: the OMol25 dataset
Level of theory: ωB97M-V/def2-TZVPD

Summary:
* gap between HOMO and LUMO (spin up / spin down): 6.34 / 6.45 eV
* energy relative to the best compared isomer or geometry (same formula, charge and spin): 0.0 kcal per mole
* HOMO level (spin up / spin down): -0.50438 / -0.53296 hartree
* E: -122348.18642 eV
* ⟨S²⟩: 3.786

Structure (ORCA input):
```
! RIJCOSX wB97M-V def2-TZVPD def2/J DEFGRID3
* xyz 2 4
Tc -0.0128 -0.4816 -0.0880
Br 9.0850 5.2690 -4.4659
C 7.6460 5.3584 -3.3006
C 7.8365 5.8647 -2.0115
C 6.7650 5.9483 -1.1549
C 5.5156 5.4685 -1.5817
C 5.3124 4.9857 -2.8885
C 6.3841 4.9305 -3.7416
N 4.4563 5.6027 -0.7165
N 3.4042 5.0672 -0.5119
C 3.0761 3.7181 -0.5849
C 4.0121 2.7057 -0.7511
C 3.6466 1.3637 -0.7533
C 2.3155 1.0309 -0.5684
O 1.8731 -0.2052 -0.5656
C 1.3513 2.0632 -0.3759
N 0.0699 1.6266 -0.1848
C -0.8873 2.5113 -0.0057
C -0.6232 3.8938 0.0000
C 0.6536 4.3461 -0.1772
C 1.6952 3.4096 -0.3744
H 8.8149 6.2031 -1.7024
H 6.8680 6.3627 -0.1615
H 4.3275 4.6759 -3.2125
H 6.2640 4.5677 -4.7524
H 5.0570 2.9586 -0.8755
H 4.3814 0.5829 -0.8866
H -1.8858 2.1242 0.1479
H -1.4421 4.5818 0.1519
H 0.8717 5.4053 -0.1657
C -4.5532 0.4330 0.2384
N -4.2133 -0.9846 0.2731
C -2.9737 -1.4408 0.1716
N -2.7249 -2.7475 0.2060
O -2.0240 -0.5867 0.0117
H -5.6354 0.5152 0.2610
H -4.1896 0.8915 -0.6789
H -4.1474 0.9486 1.1076
H -4.9581 -1.6510 0.3969
H -3.4598 -3.4182 0.3577
H -1.7754 -3.0807 0.1422
O 2.2541 -2.4430 1.6473
Cl 0.8595 -2.3310 1.6865
O 0.2073 -3.1001 2.6559
O 0.4587 -0.8317 1.8261
O 0.2679 -2.5618 0.2923
*
```

How is the electron density shared among the atoms? According to natural (NBO), the charges in e are:
1 Tc 1.486
2 Br 0.215
3 C -0.028
4 C -0.227
5 C -0.128
6 C 0.012
7 C -0.125
8 C -0.241
9 N 0.071
10 N 0.016
11 C 0.057
12 C -0.112
13 C -0.270
14 C 0.412
15 O -0.636
16 C 0.080
17 N -0.451
18 C 0.109
19 C -0.223
20 C -0.090
21 C -0.050
22 H 0.262
23 H 0.256
24 H 0.232
25 H 0.258
26 H 0.244
27 H 0.265
28 H 0.230
29 H 0.258
30 H 0.256
31 C -0.417
32 N -0.556
33 C 0.817
34 N -0.777
35 O -0.739
36 H 0.243
37 H 0.214
38 H 0.213
39 H 0.422
40 H 0.425
41 H 0.438
42 O -0.678
43 Cl 2.478
44 O -0.677
45 O -0.733
46 O -0.810

# 5
Formula: C17H15ClGaN2O7
Source: the OMol25 dataset
Level of theory: ωB97M-V/def2-TZVPD

Summary:
* gap between HOMO and LUMO: 9.68 eV
* energy relative to the best compared isomer or geometry (same formula, charge and spin): 0.0 kcal per mole
* HOMO level: -0.45447 hartree
* E: -100072.64136 eV

Structure (ORCA input):
```
! RIJCOSX wB97M-V def2-TZVPD def2/J DEFGRID3
* xyz 1 1
Ga -0.3476 -1.8497 1.2592
O 1.3015 -4.6953 3.0356
Cl 0.8424 -3.3788 3.0358
O 1.1225 -2.6403 4.1892
O -0.6236 -3.3039 2.6990
O 1.3754 -2.6255 1.8162
O 0.6904 -0.5705 0.1475
C 0.2258 0.8513 0.3671
C -0.7263 0.8160 1.5919
O -1.0971 1.8457 2.0731
O -1.0673 -0.3811 2.0543
C -0.5177 1.2563 -0.8958
C -1.6029 2.1271 -0.8449
C -2.2482 2.5024 -2.0161
C -1.8142 2.0278 -3.2439
C -0.7198 1.1753 -3.3020
C -0.0737 0.7930 -2.1357
C 1.4632 1.6576 0.6892
C 1.9979 2.5729 -0.2071
C 3.1693 3.2465 0.1109
C 3.8085 3.0070 1.3173
C 3.2730 2.0964 2.2196
C 2.1012 1.4288 1.9098
H 1.6551 -0.5898 0.2562
H -1.9398 2.5177 0.1061
H -3.0919 3.1781 -1.9633
H -2.3161 2.3322 -4.1529
H -0.3561 0.8175 -4.2569
H 0.7853 0.1394 -2.1996
H 1.5003 2.7783 -1.1462
H 3.5786 3.9654 -0.5861
H 4.7191 3.5372 1.5625
H 3.7575 1.9200 3.1703
H 1.6729 0.7451 2.6370
N -2.6507 -2.9458 -1.8514
C -2.7597 -4.1212 -1.1411
C -1.9841 -3.9681 -0.0434
N -1.4102 -2.7076 -0.0937
C -1.8411 -2.1139 -1.2025
H -3.1089 -2.7344 -2.7238
H -3.3662 -4.9436 -1.4761
H -1.7978 -4.6451 0.7710
H -1.5790 -1.1202 -1.5361
*
```

How is the electron density shared among the atoms? According to natural (NBO), the charges in e are:
1 Ga 1.964
2 O -0.697
3 Cl 2.525
4 O -0.704
5 O -0.863
6 O -0.898
7 O -0.807
8 C 0.110
9 C 0.773
10 O -0.537
11 O -0.849
12 C -0.106
13 C -0.142
14 C -0.208
15 C -0.194
16 C -0.215
17 C -0.233
18 C -0.024
19 C -0.202
20 C -0.199
21 C -0.165
22 C -0.198
23 C -0.219
24 H 0.546
25 H 0.247
26 H 0.233
27 H 0.231
28 H 0.229
29 H 0.224
30 H 0.228
31 H 0.230
32 H 0.230
33 H 0.232
34 H 0.218
35 N -0.464
36 C -0.056
37 C -0.048
38 N -0.681
39 C 0.257
40 H 0.452
41 H 0.259
42 H 0.261
43 H 0.259

# 6
Formula: C17H15ClN2O
Source: the OMol25 dataset
Level of theory: ωB97M-V/def2-TZVPD

Summary:
* gap between HOMO and LUMO: 8.20 eV
* energy relative to the best compared isomer or geometry (same formula, charge and spin): 275.1 kcal per mole
* HOMO level: -0.29021 hartree
* E: -35410.94927 eV

Structure (ORCA input):
```
! RIJCOSX wB97M-V def2-TZVPD def2/J DEFGRID3
* xyz 0 1
O -2.1026 -3.0266 0.2482
C -1.7743 -1.8473 0.2781
N -0.5251 -1.2438 0.4297
H -0.4811 -0.3713 0.3675
C 0.5308 -2.3237 0.2121
H 0.1257 -3.2757 0.4073
H 1.0395 -2.0921 1.4124
C 1.2760 -1.7939 -1.0328
C 1.6399 -0.3502 -1.0192
C 1.0968 0.6015 -1.5764
N 1.6221 2.0367 -1.2776
C 2.6353 1.6998 -0.5690
C 3.6899 2.2972 -0.0302
C 4.6586 2.0344 0.9408
C 4.6783 0.5599 1.0466
C 3.7017 -0.3287 0.7589
C 2.8130 0.0511 -0.1486
H 3.7845 -1.4080 0.9266
H 5.5715 0.3082 1.7586
H 5.3463 2.6450 1.4649
H 3.5824 3.5331 -0.2201
H 1.3053 2.8261 -1.5234
H 0.1956 0.7271 -2.1584
H 2.1220 -2.3972 -0.7725
H 0.6743 -1.8652 -2.0225
C -2.9372 -0.7934 0.2436
C -2.9357 0.2148 0.9247
C -3.9593 1.4593 0.8366
C -5.2057 0.9450 0.2410
C -5.1903 -0.2706 -0.4639
C -4.1628 -1.0144 -0.5126
H -4.2608 -2.1075 -1.0848
H -6.0833 -0.4305 -1.0757
Cl -6.4536 1.9826 0.0257
H -3.9769 2.1710 1.3996
H -2.0408 0.8473 1.5649
*
```

How is the electron density shared among the atoms? According to natural (NBO), the charges in e are:
1 O -0.614
2 C 0.687
3 N -0.611
4 H 0.384
5 C -0.201
6 H 0.263
7 H 0.195
8 C -0.449
9 C -0.106
10 C -0.020
11 N -0.539
12 C 0.181
13 C -0.240
14 C -0.197
15 C -0.213
16 C -0.292
17 C -0.010
18 H 0.225
19 H 0.200
20 H 0.233
21 H 0.141
22 H 0.397
23 H 0.216
24 H 0.237
25 H 0.236
26 C -0.240
27 C -0.130
28 C -0.172
29 C -0.067
30 C -0.291
31 C -0.104
32 H 0.236
33 H 0.229
34 Cl 0.068
35 H 0.165
36 H 0.205